No. 1
Formula: C4H11NOP
Source: OMol25
Level of theory: ωB97M-V with the def2-TZVPD basis set

Structure (XYZ):
```
18
Properties=species:S:1:pos:R:3:forces:R:3
C 1.865743 -0.659107 -0.451138 0.391 -0.710 -1.157
C 1.544830 0.672745 0.262887 4.160 -0.917 -0.024
C 0.631991 -1.253954 0.246796 2.372 0.958 2.004
C -0.894984 0.645823 -0.408814 -2.242 -0.902 1.488
N 0.195123 0.161483 0.628102 -0.464 0.697 -0.499
O -1.286667 1.966770 -0.201226 -0.067 -1.201 1.971
P -2.708167 -0.841578 -0.046101 2.789 0.561 -1.655
H 1.744274 -0.667623 -1.566926 -0.124 0.313 0.988
H 2.857744 -1.125693 -0.303606 -0.642 0.320 0.369
H 2.271724 0.680151 1.150750 -1.572 0.369 -0.846
H 1.809244 1.531130 -0.378598 -1.410 0.173 0.661
H -0.004929 -1.764126 -0.360214 -2.187 -1.089 -1.570
H 0.798219 -1.849575 1.152182 0.139 0.281 -0.199
H -0.410625 0.495889 -1.421576 -0.752 0.251 1.242
H 0.071927 0.310103 1.657533 -0.881 -0.096 -1.271
H -1.754325 2.020865 0.712109 0.979 -0.009 -2.386
H -3.239286 -0.374971 -1.270925 0.069 -0.252 -0.101
H -3.491840 0.051674 0.598770 -0.558 1.253 0.986
```
Forces are in eV/Å.

LUMO energy, eV: -3.8
HOMO energy, Eh: -0.4989
Net charge: +1

Here are the Löwdin charges for atoms 1 to 2, given in e: -0.127, -0.115

No. 2
Formula: C6H10N3
Source: OMol25
Level of theory: ωB97M-V with the def2-TZVPD basis set

Structure (XYZ):
```
19
Properties=species:S:1:pos:R:3:forces:R:3
C -0.614098 0.342109 0.468560 -2.248 -0.436 1.348
C 1.082352 -0.506016 -0.713475 -1.429 -1.515 -0.965
C -2.774802 -0.032535 1.287965 3.050 0.246 1.042
C -1.064712 -1.730659 -0.447671 -0.775 -6.014 -2.244
C 1.812458 -1.394203 -1.670326 -1.561 -1.112 0.176
C 0.550831 2.515915 1.003001 2.481 0.801 1.174
N 1.416266 0.641667 -0.321147 1.649 2.020 0.510
N 0.426869 1.168946 0.426607 -0.900 0.593 0.245
N -0.254111 -0.754118 -0.235110 2.577 3.259 0.592
H -3.237375 0.861065 0.925511 -0.345 0.237 -0.196
H -2.765743 -0.450500 2.361262 0.275 0.672 -1.943
H -0.679326 -2.649268 -0.996990 -0.441 1.595 0.580
H -1.903056 -1.943010 0.160635 -0.652 0.401 0.471
H 2.600569 -0.937314 -2.177719 0.908 1.790 -0.824
H 1.062404 -1.704712 -2.497038 1.411 -0.306 1.616
H 2.447693 -2.126470 -1.122485 -1.355 -0.483 -0.373
H 1.347441 3.171373 0.497139 -1.203 -1.541 0.250
H -0.362815 3.063198 0.967859 -0.820 0.011 -0.122
H 0.909156 2.464532 2.083422 -0.622 -0.217 -1.337
```
Forces are in eV/Å.

LUMO energy (spin up / spin down), eV: -5.4 / -5.7
HOMO energy (spin up / spin down), Eh: -0.5342 / -0.4436
Net charge: +1

Here are the Löwdin charges for atoms 1 to 2, given in e: 0.025, -0.262

No. 3
Formula: C37H35Ge2N5O8S2Ti
Source: OMol25
Level of theory: ωB97M-V with the def2-TZVPD basis set

Structure (XYZ):
```
90
Properties=species:S:1:pos:R:3:forces:R:3
Ti 1.261279 0.289186 -0.934540 0.302 0.073 -0.561
C 2.807113 -0.985384 2.947125 0.051 0.039 -0.019
C 2.254035 -0.162790 1.831818 -0.259 0.069 0.131
N 1.325353 -0.588706 1.040410 0.061 -0.354 0.299
N 0.783027 -1.849395 1.240334 0.016 0.159 -0.039
C -0.344355 -2.000903 0.665100 -0.039 -0.133 -0.047
S -1.175266 -0.670993 -0.261984 -0.068 0.251 0.697
S -1.164383 -3.542803 0.758509 -0.058 0.063 -0.012
C -1.764201 -3.706301 -0.970357 -0.051 -0.013 0.077
C -0.679341 -4.089890 -1.928534 0.062 0.014 0.044
C 0.057020 -3.097240 -2.564333 0.012 -0.033 0.064
C 1.094895 -3.432913 -3.419861 0.046 -0.156 -0.029
C 1.398722 -4.767225 -3.649274 -0.057 0.000 0.038
C 0.662188 -5.763513 -3.020924 0.000 0.023 -0.006
C -0.371219 -5.425663 -2.160465 0.010 -0.014 -0.030
C 2.728503 1.208686 1.595541 0.004 -0.086 0.036
C 3.914702 1.638989 2.200099 0.016 0.022 -0.012
C 4.390177 2.919627 2.012751 -0.022 0.002 -0.005
C 3.675594 3.802991 1.209316 0.018 0.010 0.000
C 2.490588 3.413644 0.613433 0.007 0.057 0.031
C 2.007264 2.127425 0.800487 -0.271 -0.134 0.368
O 0.834550 1.767335 0.188432 0.005 0.720 0.593
H 2.206090 -1.871908 3.113596 -0.011 -0.010 -0.004
H 3.815838 -1.305412 2.672302 -0.002 0.008 0.005
H 2.874955 -0.395408 3.859098 0.011 -0.001 -0.001
H -2.538254 -4.469191 -0.890251 0.009 -0.012 -0.038
H -2.239999 -2.768880 -1.258056 -0.081 -0.082 -0.015
H -0.192339 -2.054118 -2.393797 -0.044 -0.229 -0.063
H 1.667754 -2.653427 -3.907253 -0.117 -0.461 0.178
H 2.206385 -5.031373 -4.318642 0.014 -0.011 -0.013
H 0.892865 -6.804571 -3.202712 0.001 -0.005 0.000
H -0.943640 -6.204958 -1.670563 0.005 0.000 0.004
H 4.476197 0.945980 2.811467 0.014 0.021 0.002
H 5.314830 3.229925 2.478110 0.009 -0.004 -0.009
H 4.054151 4.801555 1.035366 -0.006 0.006 0.014
H 1.946074 4.087658 -0.034223 -0.015 0.003 0.015
O 2.664291 -1.895775 -7.909823 -0.034 -0.088 0.018
N 3.254595 -1.708927 -6.869019 0.040 0.238 -0.043
O 4.440874 -1.883347 -6.688621 0.009 -0.069 0.030
C 2.472388 -1.194623 -5.729741 0.046 -0.077 -0.068
C 3.130028 -0.888644 -4.548476 0.090 0.139 -0.056
C 2.376155 -0.423869 -3.499976 -0.026 0.209 0.148
C 0.983232 -0.252607 -3.591549 0.030 0.226 0.079
O 0.331562 0.216354 -2.538328 -0.349 -0.309 -0.723
C 0.368102 -0.636864 -4.782391 -0.113 0.238 -0.190
C 1.106024 -1.083544 -5.863559 -0.050 0.103 -0.018
N -1.098173 -0.648147 -4.912431 0.068 -0.380 -0.038
O -1.749486 -0.819279 -3.899964 -0.047 0.195 0.031
O -1.553900 -0.576745 -6.031156 -0.022 0.174 -0.006
N 3.012323 -0.183048 -2.222738 0.265 -0.137 -0.023
O 2.669850 1.128603 -1.740680 0.128 -0.122 -0.135
O 2.411021 -1.085950 -1.242209 0.345 -0.146 -0.434
H 4.198428 -1.021460 -4.455693 -0.008 -0.012 0.020
H 0.614437 -1.356342 -6.785889 0.005 -0.010 0.008
C -2.831336 -1.856603 3.423561 0.094 -0.053 -0.003
Ge -3.418242 -0.251119 2.495709 -0.059 -0.135 0.193
C -4.733821 -0.691845 1.144750 -0.005 0.000 -0.145
C -3.934654 1.102814 3.784036 0.039 0.174 -0.020
Ge -1.246556 1.044853 1.274711 0.126 0.266 -0.385
C -2.110693 2.616268 0.543461 -0.168 0.055 -0.149
C -3.502847 2.709435 0.590843 0.043 0.051 -0.084
C -4.153261 3.880531 0.230878 0.008 -0.034 -0.016
C -3.418226 4.979594 -0.182616 -0.017 0.016 -0.003
C -2.036481 4.894003 -0.256954 0.027 -0.020 -0.015
C -1.383252 3.722696 0.097186 -0.056 0.000 -0.018
C -0.348079 1.370046 2.943821 0.036 -0.186 0.244
C 0.024536 2.690915 3.195160 -0.058 -0.032 0.083
C 0.630658 3.018511 4.400025 0.003 0.016 -0.026
C 0.847667 2.041578 5.360730 -0.003 0.000 0.015
C 0.462251 0.728850 5.120533 0.003 -0.003 -0.031
C -0.134563 0.392311 3.914822 0.106 0.055 -0.002
H -3.370739 -2.706770 3.010225 -0.014 -0.024 0.020
H -3.088752 -1.726181 4.476012 0.025 -0.031 0.003
H -1.770315 -2.075384 3.351776 0.006 -0.034 -0.027
H -5.409461 -1.410498 1.614908 -0.017 -0.008 -0.030
H -4.265444 -1.166738 0.284140 -0.024 -0.024 -0.001
H -5.308395 0.167563 0.810802 -0.041 -0.015 -0.011
H -4.682513 0.625758 4.423183 -0.010 0.044 0.023
H -4.364828 1.986541 3.319532 -0.016 0.003 0.013
H -3.081344 1.394551 4.394581 -0.014 -0.015 0.029
H -4.102910 1.865278 0.890215 -0.023 -0.038 0.043
H -5.233529 3.928988 0.266284 0.000 -0.003 0.012
H -3.921779 5.896568 -0.457873 0.002 -0.001 -0.010
H -1.459039 5.742043 -0.600839 0.002 -0.001 0.000
H -0.311631 3.665944 0.002413 0.034 -0.001 0.044
H -0.155873 3.467667 2.463987 -0.002 0.006 -0.028
H 0.928419 4.041843 4.586444 0.001 -0.002 0.005
H 1.310771 2.304241 6.302676 0.005 0.001 -0.002
H 0.628905 -0.033559 5.870544 -0.009 0.001 0.004
H -0.413548 -0.636520 3.735051 0.020 -0.001 -0.021
```
Forces are in eV/Å.

LUMO energy (spin up / spin down), eV: -3.6 / -5.8
⟨S²⟩: 0.752
HOMO energy (spin up / spin down), Eh: -0.4121 / -0.4122
Multiplicity: 2
Net charge: +1

Here are the Löwdin charges for atoms 1 to 2, given in e: 0.982, 0.011

No. 4
Formula: C25H33NO4S
Source: OMol25
Level of theory: ωB97M-V with the def2-TZVPD basis set

Structure (XYZ):
```
64
Properties=species:S:1:pos:R:3:forces:R:3
C 2.160036 -6.172256 2.571199 -0.077 0.524 0.090
H 1.104736 -6.382215 2.425662 -0.030 -0.158 -0.048
H 2.706751 -6.270426 1.637784 0.029 -0.126 -0.070
H 2.570275 -6.847298 3.314614 0.017 -0.109 0.018
S 2.379874 -4.492543 3.221159 0.084 0.031 -0.164
C 1.829463 -3.518238 1.784597 -0.054 -0.344 0.492
C 0.320708 -3.564618 1.598686 0.087 0.135 -0.263
H 0.000311 -4.564336 1.302124 -0.039 0.032 0.067
H -0.167501 -3.313616 2.543948 -0.035 -0.057 0.023
C -0.132038 -2.577875 0.514428 -0.029 -0.162 -0.088
N 0.120991 -1.213307 0.895270 -0.041 -0.295 0.284
C 0.697721 -0.334191 0.041033 0.029 0.251 0.316
O 1.110773 -0.683375 -1.048110 0.165 -0.028 -0.364
C 0.855673 1.103378 0.530687 0.030 -0.229 -0.257
C 0.206878 2.010680 -0.523504 0.030 0.083 0.021
C 0.442066 3.475865 -0.169279 -0.135 0.129 -0.146
C 1.942798 3.757227 -0.120740 -0.032 -0.038 0.021
C 2.589717 2.867610 0.939437 0.253 0.037 0.053
C 1.969100 3.162395 2.303875 -0.015 -0.019 -0.046
C 0.469292 2.877191 2.247503 -0.126 0.066 0.278
C -0.181286 3.770969 1.193488 0.034 -0.026 -0.024
H -1.257196 3.584740 1.158151 -0.073 0.031 0.008
H -0.031151 4.820702 1.454847 -0.035 0.060 0.029
C 0.236271 1.404145 1.895942 0.048 0.127 -0.014
H 0.694946 0.782758 2.670547 -0.028 -0.083 0.044
H -0.840313 1.211173 1.874365 -0.067 -0.074 0.034
H 0.022015 3.083084 3.226829 0.027 -0.033 -0.072
H 2.137136 4.207561 2.572226 0.020 0.045 0.055
H 2.439297 2.540965 3.069663 0.041 -0.001 0.064
C 2.362528 1.399910 0.585686 0.035 0.082 -0.044
H 2.835387 0.757554 1.333583 0.047 -0.062 0.029
H 2.805486 1.167835 -0.384282 0.001 -0.048 -0.007
H 3.666652 3.065384 0.976401 -0.061 -0.023 -0.006
H 2.389411 3.555441 -1.096555 0.044 0.032 -0.066
H 2.117690 4.808531 0.118804 0.032 0.061 -0.023
H -0.025838 4.108724 -0.931392 0.016 -0.034 0.027
H 0.632939 1.779241 -1.500590 -0.017 -0.045 -0.031
H -0.864930 1.802153 -0.570432 -0.024 -0.025 -0.036
H -0.322596 -0.884759 1.736260 0.060 0.133 -0.059
C -1.598830 -2.826831 0.178091 0.392 -0.228 -0.076
O -2.025381 -3.877809 -0.221234 0.031 0.004 -0.021
O -2.337690 -1.735674 0.377988 -0.222 0.367 0.112
C -3.706472 -1.775007 -0.012475 -0.582 -0.257 -0.015
C -4.054674 -0.578745 -0.902268 0.053 -0.290 0.429
O -5.108358 -0.003991 -0.752305 0.059 -0.087 0.015
C -3.039046 -0.171352 -1.885554 0.233 0.476 -0.517
C -2.993177 1.172694 -2.260792 -0.117 -0.251 0.162
C -2.021867 1.625875 -3.129595 0.055 -0.078 -0.088
C -1.077161 0.751599 -3.655323 -0.157 -0.042 0.056
C -1.155161 -0.597137 -3.318321 -0.033 0.091 -0.063
C -2.119025 -1.058511 -2.448004 -0.187 0.138 0.081
H -2.170816 -2.115022 -2.234554 0.020 -0.144 0.086
H -0.438802 -1.287944 -3.735928 0.101 -0.087 -0.028
C 0.004402 1.230573 -4.569113 0.024 -0.027 -0.028
H 0.971546 0.880710 -4.212132 0.113 0.025 -0.006
H -0.143492 0.828877 -5.571258 0.041 0.020 -0.087
H 0.017477 2.315872 -4.629177 0.043 0.066 -0.035
H -1.987314 2.673033 -3.393774 0.030 0.114 -0.028
H -3.720392 1.850679 -1.838791 -0.067 0.058 0.033
H -3.908020 -2.711805 -0.548261 0.001 0.164 0.089
H -4.331354 -1.740336 0.885239 0.094 0.030 -0.194
H 0.439628 -2.749922 -0.408415 -0.202 -0.011 0.160
H 2.352793 -3.886478 0.902307 0.015 0.096 -0.091
H 2.157113 -2.499511 1.989736 0.049 0.016 -0.069
```
Forces are in eV/Å.

LUMO energy, eV: 0.3
HOMO energy, Eh: -0.3192
Structure (SMILES): CSCC[C@H](NC(=O)[C@]12C[C@H]3C[C@H](C[C@H](C3)C1)C2)C(=O)OCC(=O)c1ccc(C)cc1

Here are the Löwdin charges for atoms 1 to 2, given in e: -0.409, 0.026

What did we get for energy above the lowest of the compared OMol25 structures with the same formula, charge and spin? Answer: 2.832 8.362 1.627 0.103 eV, in the order shown.
What did we get for DFT total energy? Answer: -17142.6066 -10839.9010 -220572.9587 -46978.3884 eV, in the order shown.